(1)
The following is a DFT calculation (ωB97M-V/def2-TZVPD) of a 11-piece molecular cluster, C48H128BrCl2N8O16 overall at a distorted geometry.

```
203
Properties=species:S:1:pos:R:3:mulliken_charge:R:1
C 6.88 2.27 -6.16 -0.681
O 7.34 1.39 -5.09 -0.477
C 7.70 0.03 -5.38 -0.416
C 7.40 -0.86 -4.14 -0.586
N 6.32 -0.23 -3.28 0.027
H 6.00 0.60 -3.77 0.211
H 5.53 -0.86 -3.29 0.397
C 6.83 0.20 -1.92 -0.760
C 7.02 -0.80 -0.81 -0.456
O 8.14 -1.61 -1.01 -0.287
C 8.45 -2.57 0.01 -0.743
H 6.53 1.72 -7.07 0.182
H 7.55 3.07 -6.42 0.331
H 6.04 2.76 -5.76 0.373
H 8.73 -0.12 -5.66 0.373
H 7.08 -0.31 -6.20 0.359
H 8.32 -1.05 -3.56 0.270
H 7.02 -1.88 -4.44 0.354
H 6.13 0.94 -1.55 0.360
H 7.83 0.66 -2.11 0.337
H 6.11 -1.37 -0.66 0.386
H 7.23 -0.31 0.18 0.419
H 8.41 -2.07 0.98 0.312
H 9.46 -2.87 -0.22 0.249
H 7.82 -3.44 -0.02 0.287
C 7.26 -11.94 7.84 -0.769
O 7.70 -11.99 6.50 -0.352
C 8.75 -12.92 6.35 -0.627
C 8.96 -13.23 4.85 -0.642
N 9.29 -11.94 4.19 -0.022
H 8.75 -11.17 4.55 0.400
H 10.28 -11.78 4.28 0.389
C 9.00 -11.90 2.73 -0.548
C 8.29 -10.57 2.33 -0.472
O 7.55 -10.15 3.48 -0.361
C 6.72 -9.00 3.38 -0.743
H 7.23 -10.98 8.29 0.267
H 7.96 -12.51 8.42 0.403
H 6.22 -12.38 7.75 0.235
H 8.52 -13.84 6.85 0.572
H 9.73 -12.53 6.80 0.329
H 7.97 -13.59 4.50 0.368
H 9.78 -13.94 4.68 0.350
H 8.24 -12.61 2.54 0.286
H 9.92 -12.01 2.16 0.327
H 7.64 -10.83 1.46 0.382
H 9.00 -9.81 1.86 0.380
H 7.06 -8.33 4.19 0.269
H 5.65 -9.26 3.53 0.246
H 6.85 -8.49 2.41 0.333
C -3.55 2.76 -5.32 -0.791
O -3.79 1.92 -4.22 -0.298
C -3.24 2.40 -3.06 -0.382
C -3.67 1.63 -1.88 -0.569
N -3.14 0.17 -1.88 0.591
H -2.13 0.15 -1.98 0.327
H -3.32 -0.16 -0.87 -0.420
C -3.66 -0.73 -2.94 -0.371
C -3.54 -2.14 -2.43 -1.118
O -2.21 -2.28 -1.98 0.207
C -1.48 -3.10 -2.87 -1.020
H -2.51 3.00 -5.50 0.327
H -4.24 3.62 -5.20 0.310
H -3.90 2.19 -6.18 0.264
H -3.57 3.43 -2.80 0.414
H -2.14 2.47 -3.13 0.264
H -4.74 1.48 -1.85 0.448
H -3.30 2.19 -1.04 0.171
H -2.98 -0.53 -3.76 0.334
H -4.70 -0.58 -3.11 0.405
H -3.97 -2.83 -3.13 0.558
H -4.23 -2.27 -1.59 0.363
H -0.53 -3.39 -2.38 0.242
H -1.30 -2.68 -3.89 0.261
H -2.03 -4.00 -2.92 0.430
C -6.04 3.44 7.12 -0.750
O -5.10 2.78 6.30 -0.332
C -5.47 1.49 5.91 -0.643
C -5.37 0.53 7.09 -0.623
N -3.94 0.48 7.60 0.532
H -3.36 0.58 6.75 -0.245
H -3.77 1.30 8.22 0.487
C -3.53 -0.74 8.28 -0.480
C -4.41 -1.03 9.56 -0.716
O -4.21 0.19 10.25 -0.318
C -4.71 0.26 11.57 -0.792
H -6.43 2.92 8.01 0.272
H -6.91 3.61 6.51 0.350
H -5.65 4.38 7.43 0.270
H -4.88 1.28 5.02 0.306
H -6.52 1.50 5.62 0.408
H -5.54 -0.49 6.79 0.506
H -6.06 0.76 7.93 0.301
H -2.52 -0.61 8.66 0.367
H -3.66 -1.52 7.49 0.405
H -4.11 -1.94 10.03 0.476
H -5.49 -1.20 9.24 0.322
H -4.88 1.26 11.74 0.283
H -4.02 -0.16 12.30 0.276
H -5.61 -0.34 11.66 0.352
C 3.63 1.55 -7.53 -0.688
O 4.48 2.28 -8.41 -0.233
C 3.91 2.54 -9.67 -0.650
C 4.79 3.48 -10.49 -0.461
N 4.06 4.12 -11.65 -0.133
H 3.78 3.34 -12.29 0.430
H 3.28 4.60 -11.23 0.361
C 4.95 5.03 -12.37 -0.675
C 6.02 4.15 -13.03 -0.524
O 5.50 2.85 -13.26 -0.424
C 6.51 1.96 -13.92 -0.757
H 2.99 0.77 -7.92 0.373
H 2.94 2.20 -7.05 0.351
H 4.34 1.11 -6.81 0.076
H 2.95 3.07 -9.45 0.315
H 3.60 1.61 -10.18 0.387
H 5.73 2.98 -10.82 0.280
H 5.26 4.28 -9.92 0.381
H 5.35 5.78 -11.67 0.314
H 4.34 5.45 -13.12 0.442
H 6.92 4.10 -12.43 0.392
H 6.29 4.54 -14.02 0.510
H 6.69 2.36 -14.87 0.324
H 6.09 0.98 -13.95 0.283
H 7.40 1.87 -13.23 0.321
C -0.24 3.14 -1.02 -0.849
O -1.21 2.94 0.02 0.148
C -0.81 3.83 1.04 -0.908
C -1.27 3.37 2.44 -0.653
N -0.80 2.01 2.71 1.314
H -1.22 1.62 3.56 -0.381
H -1.28 1.52 1.92 -0.657
C 0.64 1.66 2.62 -0.672
C 0.84 0.18 2.75 -0.654
O 0.14 -0.65 1.84 0.002
C 0.48 -0.49 0.49 -0.080
H -0.31 4.13 -1.49 0.332
H -0.48 2.43 -1.85 0.131
H 0.80 2.94 -0.66 0.336
H -1.07 4.89 0.88 0.481
H 0.26 3.89 1.14 0.528
H -2.35 3.39 2.56 0.334
H -0.76 4.00 3.14 0.498
H 1.08 2.26 3.41 0.432
H 1.00 1.98 1.69 0.425
H 0.69 -0.25 3.74 0.222
H 1.93 0.21 2.65 0.391
H 1.63 -0.58 0.39 0.287
H 0.13 0.47 0.10 -0.271
H -0.04 -1.25 -0.11 -0.013
C -1.74 -5.66 0.78 -0.824
O -1.29 -4.27 1.01 -0.390
C -2.26 -3.28 1.09 0.827
C -2.86 -3.03 2.48 -1.297
N -1.89 -2.42 3.40 1.358
H -0.99 -2.10 3.00 -0.093
H -2.22 -1.58 3.83 -0.486
C -1.38 -3.34 4.43 -0.749
C -0.37 -2.74 5.37 -0.317
O 0.87 -2.49 4.78 -0.343
C 2.06 -2.34 5.67 -0.797
H -2.00 -6.28 1.64 0.263
H -0.85 -6.03 0.23 0.303
H -2.50 -5.51 0.02 0.358
H -3.11 -3.45 0.41 0.360
H -1.69 -2.35 0.71 -0.593
H -3.16 -3.98 2.89 0.482
H -3.66 -2.34 2.29 0.457
H -1.03 -4.21 3.88 0.343
H -2.19 -3.66 5.08 0.428
H -0.28 -3.46 6.25 0.513
H -0.74 -1.82 5.83 0.244
H 2.84 -2.80 5.12 0.260
H 1.91 -2.96 6.55 0.370
H 2.15 -1.28 5.77 0.276
C -9.71 6.23 -0.90 -0.810
O -10.63 7.31 -0.58 -0.308
C -11.95 6.95 -0.16 -0.541
C -12.73 8.21 0.18 -0.617
N -12.30 9.42 -0.68 -0.121
H -11.30 9.25 -0.84 0.404
H -12.67 9.30 -1.62 0.414
C -12.45 10.72 0.00 -0.432
C -11.32 11.67 -0.31 -0.604
O -10.07 10.98 -0.15 -0.355
C -8.90 11.65 -0.69 -0.646
H -9.97 5.68 -1.85 0.313
H -9.60 5.40 -0.23 0.318
H -8.73 6.64 -1.09 0.276
H -11.99 6.26 0.65 0.415
H -12.43 6.44 -1.03 0.387
H -12.55 8.50 1.22 0.337
H -13.81 8.05 0.07 0.363
H -12.37 10.53 1.08 0.248
H -13.44 11.18 -0.27 0.334
H -11.46 12.53 0.42 0.337
H -11.32 12.14 -1.29 0.477
H -9.23 12.43 -1.33 0.351
H -8.33 10.84 -1.13 0.224
H -8.37 11.94 0.29 0.237
Cl -2.35 0.38 4.83 -1.048
Cl 3.65 0.99 -2.85 -0.803
Br -3.02 0.04 1.33 -0.602
```

Results
Strongest force on any atom, eV/Å: 3.4
Energy, eV: -191570.5864
Net charge: +5

=====

(2)
The following is a DFT calculation (ωB97M-V/def2-TZVPD) of C6H24FN12O6Y as an isolated structure at a distorted geometry.

```
50
Properties=species:S:1:pos:R:3:nbo_charge:R:1
Y 20.18 -23.50 12.21 2.361
F 22.76 -22.16 13.41 -0.755
C 21.53 -25.62 16.19 0.774
O 20.77 -25.03 15.38 -0.806
N 22.47 -25.08 16.85 -0.760
N 21.56 -26.88 16.49 -0.781
H 23.01 -25.66 17.48 0.411
H 22.76 -24.17 16.54 0.410
H 20.90 -27.54 16.12 0.407
H 22.24 -27.31 17.11 0.412
C 26.85 -19.80 11.46 0.743
O 27.97 -19.31 11.45 -0.598
N 26.55 -20.95 12.03 -0.821
N 25.78 -19.17 11.10 -0.795
H 25.57 -21.18 12.14 0.379
H 27.26 -21.35 12.63 0.408
H 25.88 -18.19 10.90 0.420
H 24.89 -19.55 11.40 0.377
C 19.66 -20.14 17.79 0.736
O 19.64 -19.78 18.98 -0.633
N 20.75 -20.36 17.08 -0.854
N 18.63 -20.38 17.15 -0.799
H 20.88 -20.56 16.10 0.386
H 21.56 -20.28 17.68 0.414
H 18.79 -21.04 16.41 0.364
H 17.86 -20.32 17.80 0.431
C 20.74 -18.66 11.89 0.762
O 20.40 -19.68 11.35 -0.727
N 21.54 -17.80 11.38 -0.813
N 20.32 -18.28 13.05 -0.791
H 21.99 -17.13 11.98 0.421
H 21.55 -17.62 10.39 0.420
H 20.49 -17.30 13.25 0.408
H 19.64 -18.73 13.65 0.401
C 25.00 -16.71 14.85 0.762
O 24.03 -16.35 14.15 -0.715
N 26.01 -15.99 15.12 -0.785
N 25.27 -17.94 15.34 -0.858
H 26.70 -16.42 15.73 0.378
H 26.25 -15.13 14.65 0.419
H 24.48 -18.51 15.08 0.397
H 26.02 -18.15 15.98 0.403
C 27.04 -25.32 15.39 0.730
O 26.41 -26.40 15.46 -0.660
N 28.31 -25.37 15.61 -0.798
N 26.58 -24.17 15.18 -0.799
H 28.97 -24.61 15.55 0.387
H 28.71 -26.18 16.07 0.419
H 25.72 -24.15 14.66 0.408
H 27.26 -23.43 15.29 0.399
```

Results
Strongest force on any atom, eV/Å: 8.2
Energy, eV: -40516.2374
Net charge: +2

=====

(3)
The following is a DFT calculation (ωB97M-V/def2-TZVPD) of a 3-piece molecular cluster, C7H14Cl2O6 overall at a distorted geometry.

```
29
Properties=species:S:1:pos:R:3:nbo_charge:R:1
C 2.39 5.34 6.66 -0.258
O 1.78 4.41 5.81 -0.497
C 2.42 3.33 5.37 0.984
O 3.62 3.05 5.58 -0.660
O 1.54 2.69 4.72 -0.475
C 1.77 1.40 4.25 -0.257
H 3.13 6.03 6.26 0.189
H 2.84 4.76 7.47 0.190
H 1.65 5.97 7.14 0.193
H 2.78 1.27 3.85 0.205
H 1.10 1.29 3.39 0.196
H 1.51 0.70 5.04 0.190
C -1.51 -2.83 -7.63 -0.258
O -2.14 -3.47 -6.51 -0.494
C -1.55 -3.44 -5.31 0.988
O -0.44 -3.00 -5.03 -0.636
O -2.37 -4.02 -4.37 -0.511
C -2.18 -3.70 -3.04 -0.249
H -2.14 -2.89 -8.52 0.201
H -0.63 -3.45 -7.81 0.195
H -1.21 -1.78 -7.57 0.200
H -1.27 -4.18 -2.69 0.192
H -3.08 -4.01 -2.50 0.195
H -2.18 -2.63 -2.82 0.177
C -1.26 -0.27 -0.39 -0.393
Cl -0.49 0.54 -1.72 0.009
Cl -0.72 0.34 1.23 -0.059
H -2.34 -0.12 -0.37 0.223
H -1.03 -1.33 -0.48 0.222
```

Results
Strongest force on any atom, eV/Å: 4.6
Energy, eV: -44814.7518
SMILES string: COC(=O)OC.COC(=O)OC.ClCCl

=====

(4)
The following is a DFT calculation (ωB97M-V/def2-TZVPD) of a 3-piece molecular cluster, C17H25FNO5PS overall.

```
51
Properties=species:S:1:pos:R:3:nbo_charge:R:1
C -2.18 2.10 -0.20 -0.611
C -2.42 0.80 -1.00 -0.400
C -1.86 -0.42 -0.28 -0.401
C -1.73 -1.76 -1.04 -0.033
C -2.96 -2.66 -0.95 -0.650
N -1.24 -1.52 -2.47 -1.065
P -2.37 -1.59 -3.76 2.494
O -2.67 -2.89 -4.30 -1.044
O -1.76 -0.56 -4.81 -0.976
O -3.62 -0.85 -3.12 -0.990
S 0.21 -2.31 -2.65 2.557
O 1.12 -1.74 -1.72 -0.917
O 0.06 -3.70 -2.79 -0.874
F 0.58 -1.74 -4.06 -0.471
H -3.10 2.68 -0.07 0.212
H -1.46 2.73 -0.71 0.216
H -1.77 1.87 0.78 0.213
H -1.95 0.89 -1.98 0.175
H -3.50 0.68 -1.17 0.194
H -2.46 -0.62 0.61 0.217
H -0.86 -0.16 0.07 0.216
H -0.91 -2.28 -0.55 0.220
H -3.88 -2.12 -1.12 0.225
H -2.89 -3.51 -1.63 0.245
H -3.00 -3.05 0.07 0.223
H -1.42 0.25 -4.42 0.509
H -3.61 0.11 -3.17 0.517
C 2.06 4.66 1.67 -0.217
C 2.63 4.62 0.41 -0.215
C 2.68 3.43 -0.29 -0.238
C 2.16 2.27 0.27 -0.158
C 1.60 2.31 1.54 -0.242
C 1.55 3.51 2.24 -0.204
H 2.03 5.60 2.22 0.212
H 3.03 5.53 -0.03 0.212
H 3.12 3.40 -1.28 0.212
H 2.20 1.33 -0.27 0.205
H 1.20 1.40 1.98 0.220
H 1.10 3.54 3.23 0.212
C 1.15 -2.43 2.37 -0.226
C 1.32 -2.36 3.75 -0.220
C 2.37 -1.61 4.27 -0.215
C 3.24 -0.94 3.42 -0.217
C 3.06 -1.01 2.05 -0.224
C 2.01 -1.76 1.52 -0.177
H 0.34 -3.02 1.96 0.204
H 0.65 -2.89 4.41 0.212
H 2.51 -1.56 5.35 0.212
H 4.05 -0.35 3.84 0.214
H 3.73 -0.48 1.39 0.214
H 1.88 -1.82 0.45 0.222
```

Results
Strongest force on any atom, eV/Å: 0.7
Energy, eV: -52606.1735
SMILES string: CCC[C@@H](C)N(P(=O)(O)O)S(=O)(=O)F.c1ccccc1.c1ccccc1

=====

(5)
The following is a DFT calculation (ωB97M-V/def2-TZVPD) of C33H43N6O6PdTe as an isolated structure.

```
90
Properties=species:S:1:pos:R:3:lowdin_spin:R:1
Pd -0.36 -2.54 1.40 1.402
O 0.99 -3.40 -0.24 0.050
C 1.78 -4.57 0.05 0.002
C 3.00 -4.25 0.89 0.000
C 2.70 -3.50 2.19 0.002
C 1.72 -4.20 3.08 0.006
C 2.14 -5.12 4.03 0.004
C 1.22 -5.77 4.83 -0.004
C -0.12 -5.48 4.67 0.003
C -0.48 -4.56 3.71 0.004
N 0.41 -3.94 2.92 0.082
H 1.49 -2.75 -0.75 0.001
H 2.07 -5.05 -0.88 0.002
H 1.10 -5.23 0.58 0.000
H 3.72 -3.66 0.31 0.000
H 3.50 -5.20 1.11 0.000
H 2.32 -2.50 1.96 0.001
H 3.63 -3.36 2.73 0.000
H 3.20 -5.31 4.14 0.001
H 1.55 -6.48 5.58 0.000
H -0.88 -5.95 5.28 0.001
H -1.52 -4.29 3.55 0.001
C -4.98 -2.18 2.98 0.002
N -4.34 -2.94 1.91 0.002
C -5.05 -3.71 1.04 0.000
C -4.45 -4.39 0.04 0.002
C -3.04 -4.28 -0.07 0.004
N -2.35 -3.55 0.79 0.037
C -2.98 -2.85 1.77 0.007
O -2.30 -2.14 2.53 0.079
N -2.36 -4.91 -1.04 -0.001
H -6.05 -2.37 2.95 0.000
H -4.79 -1.12 2.84 0.001
H -4.58 -2.48 3.95 0.000
H -6.12 -3.74 1.20 0.000
H -5.03 -4.99 -0.65 0.000
H -2.82 -5.47 -1.73 0.000
H -1.36 -4.76 -1.12 0.000
O -2.30 1.50 1.23 0.290
N -2.73 0.41 1.11 0.409
O -0.01 -0.43 0.28 0.581
O -3.13 -0.23 0.18 0.260
C 1.87 0.17 3.30 0.007
C 1.45 0.37 1.88 0.089
O 1.80 1.29 1.17 0.185
N 0.57 -0.62 1.40 0.510
Te 1.35 1.53 -1.80 0.607
C 2.35 3.17 -2.60 0.052
C 1.77 3.94 -3.62 0.025
C 0.45 3.64 -4.26 0.012
C 2.49 5.05 -4.06 0.001
C 3.73 5.39 -3.52 0.027
C 4.47 6.60 -4.00 0.005
C 4.27 4.58 -2.53 -0.003
C 3.61 3.46 -2.05 0.023
C 4.23 2.62 -0.97 0.018
C -0.51 2.40 -1.45 0.039
C -0.60 3.63 -0.78 0.021
C 0.57 4.34 -0.18 0.008
C -1.86 4.20 -0.68 -0.001
C -3.00 3.60 -1.21 0.029
C -4.35 4.25 -1.07 0.005
C -2.87 2.37 -1.85 0.007
C -1.64 1.74 -1.97 0.031
C -1.55 0.42 -2.67 0.021
H 1.30 0.86 3.92 0.002
H 2.92 0.41 3.40 0.002
H 1.67 -0.85 3.64 0.000
H 0.28 2.56 -4.35 0.009
H 0.41 4.06 -5.26 0.001
H -0.38 4.06 -3.68 0.001
H 2.07 5.66 -4.85 0.000
H 3.99 7.04 -4.87 0.000
H 5.50 6.35 -4.26 0.001
H 4.51 7.36 -3.22 0.002
H 5.25 4.82 -2.12 0.000
H 5.23 3.00 -0.73 0.001
H 4.35 1.58 -1.29 0.005
H 3.64 2.64 -0.05 0.004
H 1.29 3.65 0.26 0.004
H 0.23 5.01 0.62 0.001
H 1.09 4.95 -0.92 0.001
H -1.96 5.15 -0.16 0.000
H -4.26 5.31 -0.88 0.000
H -4.89 3.80 -0.24 0.002
H -4.94 4.11 -1.97 0.001
H -3.75 1.89 -2.26 0.000
H -2.54 0.03 -2.88 0.002
H -1.03 -0.32 -2.05 0.004
H -1.02 0.49 -3.63 0.006
```

Results
Strongest force on any atom, eV/Å: 0.2
Energy, eV: -66899.7031
2S+1: 6
Net charge: +2